# 1
C11H15N | the ωB97M-V functional and the def2-TZVPD basis

Each line ends with the Mulliken charge.
Geometry (Å):
C: 0.116 2.065 1.649  -1.362
C: 0.675 0.858 1.067  0.839
C: 1.759 0.621 0.305  -0.936
N: 1.913 -0.750 -0.087  -0.108
C: 0.985 -1.429 0.649  -0.096
C: 0.638 -2.806 0.536  -0.614
C: -0.406 -3.100 1.326  -0.423
C: -1.154 -2.270 2.155  -0.692
C: -0.897 -0.865 2.303  -0.596
C: 0.130 -0.580 1.363  0.897
H: -0.502 1.776 2.373  0.373
H: -0.390 2.886 1.068  0.257
H: 1.043 2.804 1.881  0.265
H: 2.458 1.258 -0.172  0.445
H: 2.893 -1.050 -0.435  0.295
H: 1.407 -3.463 0.057  0.295
H: -0.880 -4.060 1.221  0.342
H: -1.821 -2.710 2.804  0.462
H: -1.550 -0.175 2.748  0.366
C: -0.117 1.082 -2.973  -0.628
C: -1.485 1.718 -2.684  -0.813
H: 0.137 0.294 -2.260  0.045
H: -0.133 0.509 -3.976  0.284
H: 0.563 1.827 -3.122  0.317
H: -1.587 1.722 -1.630  0.210
H: -2.405 1.176 -3.118  0.264
H: -1.392 2.663 -3.047  0.312

## Properties
Largest force on an atom (Eh/bohr): 0.13528
Total energy (Eh): -482.8036
Highest occupied orbital energy (eV): -7.936
2S+1: 1
Gap between HOMO and LUMO (eV): 8.83
SMILES string: Cc1c[nH]c2ccccc12.CC

# 2
C3H4P2 | the ωB97M-V functional and the def2-TZVPD basis

Each line ends with the Löwdin spin population.
Geometry (Å):
C: 1.591 -0.030 0.057  0.045
C: 0.341 -0.102 0.514  0.043
C: -0.821 0.055 -0.377  0.229
P: -2.274 -0.989 0.026  0.810
P: -2.394 1.014 -0.019  0.827
H: 2.384 -0.008 0.787  0.003
H: 1.556 0.234 -1.020  0.002
H: 0.063 -0.305 1.458  0.009
H: -0.447 0.132 -1.426  0.033

## Properties
Largest force on an atom (Eh/bohr): 0.07702
Total energy (Eh): -799.2588
Highest occupied orbital energy (alpha / beta) (eV): -7.062 / -8.865
2S+1: 3
Gap between HOMO and LUMO (alpha / beta) (eV): 8.25 / 6.16

# 3
C12H17N | the ωB97M-V functional and the def2-TZVPD basis

Each line ends with the Mulliken charge.
Geometry (Å):
C: 2.089 -1.714 0.759  -1.343
C: 1.068 -1.599 -0.320  0.362
C: 1.108 -2.030 -1.606  -0.639
N: -0.100 -1.771 -2.227  -0.014
C: -0.904 -1.083 -1.363  -0.348
C: -2.163 -0.537 -1.563  -0.703
C: -2.764 0.150 -0.522  -0.438
C: -2.111 0.247 0.709  -0.634
C: -0.869 -0.319 0.912  -0.686
C: -0.225 -1.004 -0.121  1.458
H: 2.490 -0.737 1.027  0.180
H: 2.973 -2.327 0.570  0.379
H: 1.651 -2.159 1.655  0.312
H: 1.982 -2.255 -2.195  0.374
H: -0.305 -2.067 -3.164  0.172
H: -2.594 -0.558 -2.558  0.333
H: -3.705 0.654 -0.701  0.396
H: -2.562 0.764 1.548  0.441
H: -0.330 -0.346 1.845  0.417
C: 2.410 2.572 1.109  -1.298
C: 1.030 2.044 1.538  0.772
C: -0.017 3.192 1.570  -1.127
H: 3.175 2.580 1.879  0.241
H: 2.312 3.584 0.709  0.394
H: 2.797 2.035 0.237  0.325
H: 0.609 1.319 0.853  -0.555
H: 1.082 1.651 2.551  0.395
H: -0.370 3.376 2.583  0.237
H: 0.360 4.084 1.079  0.352
H: -0.922 2.847 1.064  0.246

## Properties
Largest force on an atom (Eh/bohr): 0.02886
Total energy (Eh): -522.1915
Highest occupied orbital energy (eV): -7.854
2S+1: 1
Gap between HOMO and LUMO (eV): 8.76
SMILES string: Cc1c[nH]c2ccccc12.CCC

# 4
C21H37GeN2OS3Si3W | the ωB97M-V functional and the def2-TZVPD basis

Each line ends with the Löwdin spin population.
Geometry (Å):
W: -0.262 -0.826 0.316  2.155
S: 1.447 -2.021 -1.109  0.028
C: 0.081 -2.405 -2.166  -0.005
S: -1.371 -1.589 -1.694  0.084
C: 0.214 -3.249 -3.212  0.060
C: -0.924 -3.603 -4.007  0.004
N: -1.859 -3.887 -4.610  0.026
C: 1.509 -3.768 -3.546  0.004
N: 2.580 -4.107 -3.790  0.026
C: -3.855 1.280 4.348  0.002
C: -3.331 0.250 3.395  0.015
C: -2.074 -0.320 3.567  0.019
C: -1.603 -1.301 2.699  0.006
C: -2.431 -1.732 1.645  0.000
C: -3.695 -1.165 1.455  0.020
C: -4.122 -0.179 2.316  0.004
S: -1.905 -3.239 0.823  0.014
C: -2.218 -4.421 2.122  0.001
O: -0.382 -2.958 0.907  0.020
H: -3.138 1.505 5.134  0.000
H: -4.780 0.933 4.812  0.001
H: -4.093 2.206 3.819  0.001
H: -1.466 -0.030 4.416  0.001
H: -0.734 -1.888 2.972  0.004
H: -4.340 -1.520 0.658  0.001
H: -5.104 0.258 2.178  0.000
H: -1.751 -4.096 3.049  0.000
H: -1.805 -5.374 1.792  0.000
H: -3.301 -4.504 2.230  0.000
C: 0.897 1.348 -4.457  0.004
Si: 2.384 1.085 -3.395  0.005
C: 3.461 -0.372 -3.741  0.002
C: 3.266 2.593 -2.792  0.000
Ge: 1.398 0.338 -1.214  0.183
Si: 2.739 0.453 0.880  0.080
C: 1.750 -0.545 2.173  0.028
C: 2.771 2.206 1.484  0.013
C: 4.393 -0.343 0.619  0.032
Si: -1.116 1.614 0.095  0.075
C: -0.148 2.889 -0.918  0.000
C: -1.432 2.486 1.740  0.027
C: -2.701 1.403 -0.902  0.034
H: 1.182 1.422 -5.511  0.001
H: 0.387 2.274 -4.185  0.000
H: 0.195 0.518 -4.362  0.001
H: 4.156 -0.130 -4.552  0.000
H: 2.889 -1.250 -4.045  0.000
H: 4.056 -0.634 -2.863  0.001
H: 3.754 3.103 -3.628  0.000
H: 4.041 2.327 -2.070  0.000
H: 2.576 3.301 -2.329  0.000
H: 0.874 0.022 2.521  0.005
H: 2.360 -0.734 3.061  0.000
H: 1.474 -1.554 1.825  0.005
H: 1.765 2.587 1.672  0.000
H: 3.270 2.880 0.784  0.000
H: 3.329 2.237 2.424  0.002
H: 4.306 -1.367 0.249  0.000
H: 4.915 -0.370 1.580  0.005
H: 5.009 0.222 -0.083  0.000
H: 0.870 3.051 -0.545  0.000
H: -0.660 3.854 -0.884  -0.001
H: -0.085 2.596 -1.971  0.001
H: -0.884 3.429 1.735  0.001
H: -1.148 1.937 2.636  0.000
H: -2.498 2.720 1.809  0.003
H: -2.461 1.192 -1.946  0.000
H: -3.256 2.346 -0.870  0.005
H: -3.363 0.615 -0.544  0.000

## Properties
Largest force on an atom (Eh/bohr): 0.05516
Total energy (Eh): -5213.6073
Highest occupied orbital energy (alpha / beta) (eV): -13.878 / -14.309
Total charge: +2
2S+1: 4
Gap between HOMO and LUMO (alpha / beta) (eV): 6.97 / 5.34